The following is a quantum chemistry calculation of a structure of composition C32H27I2N3O2PS3SbTi, from the OMol25 dataset.

The LUMO energy (alpha / beta) is -0.1383 / -0.1717 Ha. The HOMO-LUMO gap (alpha / beta) is 6.9 / 5.9 eV. As for the spin multiplicity: 2. Its expectation value of S² is 0.75. The total energy is -129833.424 eV. For the energy above the lowest of the compared OMol25 structures with the same formula, charge and spin, the calculation gives 125.7 kJ/mol. The net charge is +1.

Cartesian coordinates (Å):
Ti 1.39350 -0.21677 -0.24311
I 6.95268 4.94466 1.79586
C 5.64634 3.42782 1.22575
C 5.70687 2.20217 1.86066
C 4.83281 1.18407 1.48826
I 4.89057 -0.68550 2.37936
C 3.90763 1.42617 0.47583
O 3.03005 0.48206 0.09146
C 3.84568 2.66617 -0.17570
C 2.83947 2.82281 -1.27499
N 1.47294 2.53597 -0.80475
C 0.95961 3.61544 0.02706
C -0.25331 3.22769 0.83642
C -0.75041 4.10875 1.79708
C -1.87464 3.75404 2.51172
C -2.48589 2.53563 2.23558
C -1.92790 1.73369 1.26396
N -0.82419 2.05798 0.58028
C 4.72062 3.66328 0.20999
H 6.42917 2.02904 2.64658
H 2.91919 3.83278 -1.69325
H 3.06416 2.11306 -2.07269
H 0.87957 2.41022 -1.61686
H 1.75637 3.92322 0.71020
H 0.71065 4.50605 -0.56459
H -0.24843 5.05168 1.97351
H -2.27663 4.41470 3.26848
H -3.37912 2.22077 2.75716
H -2.38559 0.78346 1.00836
H 4.68721 4.62812 -0.28089
O 1.44999 0.91367 2.56198
N 0.69741 0.01246 1.82784
C -0.05643 -0.67320 2.58571
C -1.09962 -1.65876 2.28185
C -1.66355 -2.19513 3.44702
C -2.71312 -3.09380 3.40846
C -3.23642 -3.46956 2.18455
C -2.69162 -2.95200 1.01949
C -1.62801 -2.05396 1.02963
P -0.96708 -1.47157 -0.57641
C -2.34155 -0.66746 -1.46312
C -2.24017 0.67691 -1.79965
C -3.25868 1.30785 -2.50084
C -4.38420 0.59693 -2.88026
C -4.48455 -0.75554 -2.57350
C -3.46796 -1.38572 -1.87857
C -0.74361 -3.00294 -1.52876
C -0.43766 -4.21467 -0.90846
C -0.19609 -5.34740 -1.67010
C -0.25155 -5.28183 -3.05526
C -0.55401 -4.08105 -3.67954
C -0.80108 -2.94436 -2.92240
H 2.07799 1.31209 1.93959
H 0.04989 -0.45001 3.64602
H -1.26590 -1.89308 4.40781
H -3.11858 -3.49131 4.32892
H -4.06058 -4.16811 2.12678
H -3.09627 -3.28374 0.07439
H -1.36501 1.23782 -1.50556
H -3.16455 2.35605 -2.75352
H -5.17859 1.08741 -3.42740
H -5.35080 -1.32254 -2.88784
H -3.54368 -2.44813 -1.69293
H -0.37291 -4.27654 0.16889
H 0.03890 -6.28211 -1.17809
H -0.06350 -6.16797 -3.64738
H -0.60386 -4.02485 -4.75920
H -1.04163 -2.01421 -3.41946
S 4.82395 -1.11704 -1.95817
Sb 2.67448 -2.15718 -2.28121
S 1.29451 -0.18042 -2.54965
S 2.09682 -2.37425 0.04159

Force components x, y, z for each atom (eV/Å):
0.23 -0.30 -0.76
0.01 0.01 0.00
-0.08 0.11 -0.14
0.01 -0.20 0.14
-0.10 0.25 -0.22
0.07 -0.04 0.06
-0.04 0.13 -0.13
0.01 -0.09 0.45
0.13 -0.28 0.30
-0.06 0.10 -0.21
-0.09 -0.14 0.10
0.02 0.01 0.12
-0.05 0.02 0.00
0.05 -0.02 -0.04
0.00 0.02 0.01
-0.02 0.00 0.02
-0.01 -0.03 -0.01
0.04 0.04 0.01
0.07 0.07 0.06
-0.01 -0.01 -0.01
-0.03 -0.01 -0.02
0.00 -0.01 0.00
-0.06 0.05 0.01
-0.02 -0.02 0.02
0.02 0.01 -0.03
-0.01 0.00 0.00
0.00 0.00 0.00
0.01 0.00 0.00
-0.01 0.01 0.01
0.00 -0.01 -0.01
-0.04 0.16 0.09
0.27 -0.24 -0.46
-0.18 0.10 0.28
-0.17 -0.13 -0.16
0.04 0.03 -0.02
-0.03 -0.02 0.00
-0.01 0.00 0.01
0.05 -0.01 0.01
0.05 0.02 0.17
0.19 0.42 0.21
-0.09 -0.12 -0.01
0.03 0.01 -0.08
0.00 0.04 -0.01
-0.02 -0.02 0.00
0.00 0.01 0.00
0.02 0.05 0.01
-0.06 -0.15 -0.04
-0.01 0.02 -0.10
0.00 0.00 0.05
0.00 -0.02 -0.04
0.00 0.00 -0.03
-0.01 -0.04 0.05
0.01 -0.08 0.06
0.00 0.01 -0.01
0.00 0.01 -0.01
0.00 0.00 -0.01
0.01 0.00 0.01
0.03 0.00 0.01
-0.01 -0.02 0.00
-0.01 0.00 0.00
0.01 0.00 0.00
0.00 0.01 0.00
0.00 0.00 -0.01
-0.01 0.00 0.03
0.00 0.00 -0.01
0.00 0.01 0.01
0.00 0.00 0.01
-0.01 0.02 0.00
-0.20 -0.09 -0.02
0.27 -0.02 -0.25
-0.06 0.09 0.18
-0.13 0.30 0.34

---

The following is a quantum chemistry calculation of a structure of composition C32H27MnN3O8PS, from the OMol25 dataset.

The LUMO energy (alpha / beta) is 0.0856 / 0.0733 Ha. The HOMO-LUMO gap (alpha / beta) is 7.0 / 6.7 eV. As for the spin multiplicity: 4. Its expectation value of S² is 3.91. The total energy is -105913.540 eV. For the energy above the lowest of the compared OMol25 structures with the same formula, charge and spin, the calculation gives 184.5 kJ/mol. The net charge is -1.

Cartesian coordinates (Å):
Mn 0.91961 0.04403 -0.29495
O 3.17820 1.41966 0.29399
C 2.12758 1.58435 -0.27742
C 1.83059 2.90574 -0.96169
C 2.82136 3.85038 -1.18779
C 2.47898 5.04286 -1.80190
C 1.15318 5.29783 -2.15793
C 0.16679 4.35694 -1.91388
C 0.52068 3.14307 -1.32870
P -0.56936 1.77167 -0.89775
C -1.61296 1.38675 -2.32697
C -1.42932 1.98085 -3.56964
C -2.19632 1.57960 -4.65711
C -3.14314 0.57968 -4.51294
C -3.31621 -0.03521 -3.27896
C -2.54821 0.35840 -2.19690
C -1.68463 2.52811 0.33847
C -1.10515 3.28021 1.35750
C -1.88675 3.88796 2.32497
C -3.26745 3.74585 2.29066
C -3.85385 3.00236 1.27959
C -3.06782 2.39805 0.30576
H 3.83700 3.63270 -0.88523
H 3.24142 5.78541 -2.00090
H 0.89393 6.23931 -2.62560
H -0.86513 4.56865 -2.16627
H -0.65827 2.72569 -3.70927
H -2.02752 2.03390 -5.62468
H -3.72815 0.25984 -5.36566
H -4.03420 -0.83694 -3.16534
H -2.67031 -0.14852 -1.24897
H -0.03194 3.40591 1.39691
H -1.41289 4.46406 3.10925
H -3.88160 4.21509 3.04888
H -4.92960 2.88641 1.24196
H -3.54953 1.83104 -0.47964
O 2.49180 -3.20653 3.29402
S 1.88552 -2.15119 2.45346
N 1.95643 -2.57687 0.80706
C -1.29178 -1.86878 0.43120
C -1.04844 -0.85071 1.50598
C -1.73936 -0.64799 2.68284
C -1.01969 0.34067 3.40492
C 0.06318 0.70103 2.62779
C 1.20578 1.59272 2.99524
N 0.04014 -0.01547 1.46262
H -2.36252 -2.02267 0.27611
H -0.85880 -2.84224 0.68197
H -0.87390 -1.60897 -0.54809
H -2.63417 -1.16851 2.99013
H -1.24922 0.73605 4.38349
H 0.90986 2.26875 3.80110
H 1.56609 2.19726 2.16601
H 2.07236 1.02042 3.33768
O 1.53379 1.12965 -3.19699
N 1.00796 0.02816 -3.26825
O 0.71549 -0.51784 -4.30662
O 0.73766 -0.59411 -2.16614
O 3.93114 -6.07900 -0.27566
C 2.90867 -6.13253 0.60170
C 2.64782 -7.35117 1.22751
C 1.57493 -7.46894 2.08973
C 0.73726 -6.38429 2.34267
C 1.02014 -5.17208 1.74288
C 2.11577 -5.01749 0.89739
C 2.43203 -3.73013 0.22336
O 3.05037 -3.70278 -0.83400
O 1.99482 -1.44609 0.07076
H 3.84986 -5.21004 -0.73607
H 3.28951 -8.19080 0.99728
H 1.37892 -8.42456 2.56144
H -0.11524 -6.48476 2.99939
H 0.37677 -4.31984 1.92425

Force components x, y, z for each atom (eV/Å):
-0.38 -0.31 0.06
-0.06 0.01 -0.11
0.31 0.03 0.05
0.07 -0.30 0.19
-0.04 0.09 -0.03
-0.09 -0.01 0.00
0.11 0.01 0.01
0.03 -0.05 0.13
-0.13 0.25 -0.11
-0.09 0.11 0.13
-0.04 0.03 -0.09
-0.05 0.02 -0.13
0.04 -0.01 0.05
0.00 -0.01 0.03
0.02 0.04 -0.04
-0.05 0.00 -0.05
-0.05 0.02 -0.12
0.04 0.06 0.03
-0.08 -0.02 -0.05
0.06 0.02 0.00
0.02 -0.04 -0.04
-0.11 -0.02 0.05
0.00 -0.01 0.00
-0.01 0.02 -0.01
0.00 0.01 0.00
-0.01 -0.01 -0.01
-0.01 -0.02 0.01
0.00 0.01 0.00
-0.01 0.00 0.00
0.00 -0.01 0.01
0.03 -0.03 0.07
0.03 -0.01 -0.03
-0.01 0.00 0.01
-0.01 -0.01 0.00
0.00 0.00 0.00
0.02 0.04 0.02
0.04 0.05 -0.08
0.06 -0.10 0.49
-0.33 0.19 0.03
-0.15 -0.12 -0.06
-0.06 0.05 -0.01
0.09 0.02 0.00
0.03 -0.05 -0.06
0.00 -0.09 0.01
-0.02 0.06 0.10
0.07 0.19 0.14
0.00 -0.01 0.03
0.00 0.05 0.01
0.01 0.09 0.01
-0.01 0.00 0.01
-0.02 -0.01 0.01
-0.01 -0.04 0.01
-0.03 0.03 -0.08
-0.02 -0.04 0.00
0.26 0.52 -0.07
-0.08 -0.25 0.25
-0.15 -0.20 -0.51
0.17 -0.09 0.18
-0.09 -0.01 0.06
0.21 -0.14 -0.11
-0.06 0.05 0.02
-0.01 -0.01 0.02
0.13 -0.01 -0.10
-0.11 -0.02 0.06
-0.06 0.19 -0.03
-0.13 -0.10 0.24
0.04 0.07 -0.15
0.65 -0.08 -0.57
0.00 -0.01 0.03
0.00 -0.02 0.01
-0.01 0.00 0.00
-0.01 0.00 0.01
0.01 -0.05 0.03

---

The following is a quantum chemistry calculation of a structure of composition C32H27N3O4Pt, from the OMol25 dataset.

The LUMO energy is -0.0303 Ha. The HOMO-LUMO gap is 6.5 eV. The total energy is -49528.101 eV. For the energy above the lowest of the compared OMol25 structures with the same formula, charge and spin, the calculation gives 107.1 kJ/mol.

Cartesian coordinates (Å):
Pt -0.36663 0.26815 -0.03658
C -3.81173 0.39910 -0.80449
O -2.75791 0.16158 0.13519
C -3.07023 0.19293 1.46965
C -4.38338 0.27056 1.91871
C -4.65262 0.29376 3.27762
C -3.61371 0.23297 4.19154
C -2.30936 0.14752 3.73865
C -2.02369 0.13542 2.38496
N -0.65686 0.05199 1.89400
N 0.21223 -0.00007 2.78853
C 1.54215 -0.11203 2.54199
C 2.14997 -0.30008 1.27078
O 1.52700 -0.57339 0.18585
C 3.59177 -0.22866 1.19909
C 4.34095 -0.10336 2.30860
C 3.76651 -0.06035 3.62483
C 4.58394 -0.03957 4.76899
C 4.03302 -0.02301 6.02360
C 2.63527 -0.01552 6.15101
C 1.82171 -0.02766 5.04406
C 2.37082 -0.05776 3.74670
H -4.54038 -0.41070 -0.76564
H -3.34287 0.43368 -1.78187
H -4.28554 1.35945 -0.60173
H -5.19901 0.31045 1.21376
H -5.67866 0.36262 3.61437
H -3.81082 0.25932 5.25467
H -1.48674 0.10028 4.43613
H 4.03574 -0.27275 0.21398
H 5.42000 -0.02493 2.22195
H 5.66079 -0.04082 4.64186
H 4.66474 -0.02032 6.90222
H 2.18911 0.00001 7.13780
H 0.74816 -0.01877 5.16110
C 3.26209 -2.95327 -3.31543
C 1.84023 -2.48951 -3.12982
C 0.79299 -3.39077 -3.22724
C -0.51922 -2.97851 -3.02746
C -0.78273 -1.66591 -2.69753
C 0.26685 -0.76277 -2.58511
N -0.02899 0.57873 -2.08688
C -1.09066 1.33433 -2.78767
C -1.38743 0.94406 -4.08921
C -2.38814 1.57714 -4.80683
C -3.08974 2.62144 -4.22374
C -2.76306 3.02704 -2.94104
C -1.75974 2.41012 -2.19764
C -1.48397 3.00067 -0.80008
O -2.27357 3.83734 -0.38917
O -0.43636 2.55539 -0.21937
C 1.58131 -1.14124 -2.83034
C 2.74604 -0.18035 -2.82545
H 3.29265 -4.01501 -3.55487
H 3.84552 -2.79583 -2.40517
H 3.76896 -2.41106 -4.11709
H 1.00758 -4.42664 -3.46178
H -1.33537 -3.68379 -3.11804
H -1.79806 -1.33986 -2.51010
H 0.81278 1.14012 -2.04066
H -0.83732 0.13092 -4.54025
H -2.61008 1.25381 -5.81574
H -3.87497 3.12742 -4.77083
H -3.27277 3.85039 -2.45876
H 2.49511 0.84449 -2.56232
H 3.20474 -0.14559 -3.81632
H 3.51157 -0.50334 -2.11994

Force components x, y, z for each atom (eV/Å):
0.46 -0.55 0.15
0.04 -0.02 0.05
0.07 0.14 -0.06
-0.32 0.06 -0.19
0.04 -0.03 0.01
0.01 0.00 -0.01
0.02 0.01 0.00
0.06 0.02 0.24
0.55 -0.11 -0.26
-0.80 0.57 0.16
0.27 -0.58 0.04
0.23 0.28 0.31
0.17 -0.14 0.36
-0.39 0.43 -0.51
-0.38 -0.17 -0.03
0.16 0.08 0.28
0.22 -0.05 -0.24
0.05 0.04 0.01
-0.08 -0.01 -0.04
0.02 0.01 0.03
0.02 0.05 -0.03
-0.24 -0.01 -0.19
-0.01 -0.03 0.02
-0.02 -0.05 0.01
0.00 0.03 -0.01
0.00 0.03 0.00
0.01 0.00 0.00
-0.01 -0.02 -0.02
-0.01 0.01 -0.01
-0.02 -0.03 -0.01
-0.02 -0.05 0.01
-0.02 -0.01 -0.02
-0.03 0.02 -0.01
0.00 -0.01 -0.01
0.02 -0.01 0.01
-0.08 -0.02 -0.05
0.10 -0.01 0.00
-0.02 0.01 0.00
-0.01 -0.01 -0.03
-0.03 -0.15 0.14
0.23 0.38 -0.01
-0.40 -0.38 0.15
0.34 -0.13 -0.13
-0.05 0.04 -0.02
-0.01 0.01 0.02
0.00 0.02 0.02
0.03 0.03 -0.05
0.04 0.04 -0.08
0.18 -0.29 -0.05
-0.08 0.04 0.09
-0.29 0.30 0.04
0.12 0.10 -0.13
-0.07 -0.04 0.06
0.00 0.01 0.00
-0.01 0.00 0.00
-0.03 -0.01 0.01
-0.02 0.02 0.01
0.03 0.00 0.02
0.03 0.01 0.02
-0.01 0.15 -0.08
-0.02 0.00 -0.03
0.00 0.01 0.01
0.00 -0.01 0.01
-0.01 0.00 -0.01
-0.03 0.01 0.01
0.01 -0.02 0.02
-0.01 -0.02 0.00

---

The following is a quantum chemistry calculation of a cluster of 2 separate species, C32H27O8S2 in total in a non-equilibrium geometry, from the OMol25 dataset.

The LUMO energy is 0.0596 Ha. The HOMO-LUMO gap is 5.5 eV. The total energy is -71672.604 eV. The net charge is -1.

Cartesian coordinates (Å):
C 2.38489 -0.64617 -0.39259
C 2.70093 -0.62423 1.09276
C 4.08499 -1.18483 1.42572
O 2.69772 0.73530 1.59330
C 1.48743 1.37750 1.62494
O 1.46532 2.59147 1.56101
C 0.27810 0.53723 1.78856
C -0.92236 1.16617 1.95269
C -2.21376 0.64629 1.54269
C -2.30241 -0.44254 0.63784
C -3.53784 -0.97207 0.26713
C -4.72023 -0.43162 0.79356
C -4.66579 0.68149 1.64587
C -3.43537 1.22282 1.98897
C 0.46632 -0.92178 1.97752
O -0.41523 -1.68428 2.31930
O 1.73430 -1.40919 1.82992
H 1.39909 -0.21030 -0.59716
H 3.15456 -0.07710 -0.92667
H 2.40521 -1.68174 -0.75179
H 4.26146 -1.11626 2.50381
H 4.15272 -2.23131 1.11597
H 4.84902 -0.59854 0.90518
H -0.84632 2.22562 2.17530
H -1.38093 -0.85229 0.22910
H -3.54715 -1.81217 -0.42727
H -5.68002 -0.85068 0.49531
H -5.57966 1.13141 2.04509
H -3.40266 2.09521 2.64075
C -1.24514 -3.33494 5.94499
C -0.11180 -2.91054 6.65800
C 0.39482 -1.63131 6.46818
C -0.33279 -0.63966 5.73872
C -0.00813 0.76897 5.80535
S -1.21393 1.99416 5.41128
C -0.36200 3.52815 5.08092
C -0.84469 4.70028 5.66582
C -0.14084 5.89083 5.48992
C 1.00423 5.91800 4.68529
C 1.45572 4.74521 4.07226
C 0.78851 3.54285 4.30426
O -1.92414 1.64150 4.19727
O -2.03883 2.24903 6.57848
S 0.97444 1.32592 7.23700
C -0.00550 1.13118 8.74207
C -0.93448 2.11333 9.07432
C -1.67683 2.02049 10.24994
C -1.42971 0.96880 11.13755
C -0.50001 -0.01980 10.81076
C 0.21255 0.05287 9.60899
O 2.14536 0.49360 7.38016
O 1.16702 2.75873 7.15128
C -1.40344 -1.14509 4.94526
C -1.85098 -2.45307 5.04092
H -1.61462 -4.35009 6.05663
H 0.39260 -3.58903 7.35036
H 1.36091 -1.37501 6.89647
H -1.74621 4.66273 6.27647
H -0.50560 6.79346 5.98090
H 1.54002 6.85219 4.52232
H 2.31779 4.74979 3.40428
H 1.14348 2.60828 3.87693
H -1.10929 2.95928 8.42103
H -2.42854 2.78783 10.45302
H -1.97054 0.92534 12.08612
H -0.31328 -0.85742 11.48953
H 0.94405 -0.70856 9.35023
H -1.87484 -0.47675 4.23017
H -2.67034 -2.77543 4.39490

Force components x, y, z for each atom (eV/Å):
0.11 -0.04 -0.09
-0.21 0.17 0.99
-0.35 0.15 0.02
-0.37 -0.46 -0.56
-0.05 1.07 0.50
0.22 -1.12 -0.13
0.45 -0.24 0.35
0.65 0.30 -1.20
-1.54 -0.79 0.00
-0.17 0.55 0.40
0.16 0.33 0.25
0.30 0.16 -0.09
0.09 -0.34 -0.38
0.63 0.06 -0.05
-1.17 -0.81 0.15
1.29 0.64 -0.54
0.47 0.36 -0.44
0.21 -0.09 0.03
-0.22 -0.05 0.08
-0.07 0.21 0.10
-0.12 -0.01 -0.21
-0.07 0.16 0.02
-0.17 -0.09 0.06
-0.12 -0.02 -0.25
-0.34 0.02 0.06
-0.18 0.20 0.18
0.17 0.05 0.13
0.32 -0.20 -0.20
0.06 -0.36 -0.16
0.08 0.14 0.07
-0.45 -0.06 -0.71
-0.17 0.42 0.10
-0.46 -1.49 -0.25
1.01 1.82 0.97
0.78 -0.79 1.34
0.28 0.39 0.13
0.11 -0.09 -0.05
-0.03 -0.17 -0.21
-0.13 -0.27 -0.03
-0.22 -0.01 0.10
-0.21 0.04 -0.17
0.03 0.06 -0.07
-0.44 0.34 -0.53
-1.12 -0.07 -1.02
0.19 -0.40 0.37
-0.24 0.21 0.23
0.39 -0.20 -0.02
-0.17 0.01 -0.06
0.10 0.05 -0.10
-0.22 0.26 -0.12
0.03 0.02 0.12
0.02 -0.17 -0.03
0.10 0.46 0.24
0.50 -0.15 0.38
0.00 0.09 0.03
-0.04 0.12 -0.34
-0.47 -0.02 0.11
0.27 -0.02 -0.10
0.15 -0.16 -0.17
-0.11 -0.17 0.08
-0.19 0.03 0.26
0.01 0.30 0.22
0.21 -0.23 0.07
0.29 -0.29 0.10
0.13 -0.08 -0.29
-0.09 0.33 -0.20
-0.12 0.17 0.01
-0.01 -0.27 0.33
0.23 0.03 0.22